Run w
ORCA calculation (the ωB97M-V functional and the def2-TZVPD basis) on a 2-piece molecular cluster, C12H12 overall.

Geometry (Å):
C: 1.93239 -0.15904 1.47501
C: 2.38119 1.04446 0.90959
C: 2.67520 1.16946 -0.47429
C: 2.76584 0.06782 -1.31434
C: 2.07796 -1.13924 -0.86042
C: 1.86743 -1.27046 0.54150
H: 1.66215 -0.53605 2.41765
H: 2.49844 1.76614 1.64916
H: 2.82018 2.24033 -0.73986
H: 3.29597 0.23987 -2.28526
H: 2.35656 -2.11316 -1.54319
H: 1.64141 -2.16301 1.22738
C: -2.99516 -1.18591 0.09668
C: -1.53564 -1.15895 -0.11172
C: -0.88547 0.11928 -0.19648
C: -1.75102 1.33935 -0.17136
C: -3.12897 1.15396 -0.14127
C: -3.79954 0.00793 -0.08991
H: -3.50998 -2.11631 0.21655
H: -0.69159 -2.01213 -0.30350
H: 0.22089 0.26899 -0.25319
H: -1.33745 2.31146 0.26057
H: -3.70665 2.13772 -0.22278
H: -4.85413 -0.01252 -0.08651

## Properties
* 2S+1: 1
* frontier orbital gap: 9.469 eV
* SMILES: c1ccccc1.c1ccccc1

***

Run x
ORCA calculation (the ωB97M-V functional and the def2-TZVPD basis) on a 2-piece molecular cluster, C12H12 overall.

Geometry (Å):
C: -2.15228 -0.31530 -0.05107
C: -1.56890 0.91790 0.33784
C: -0.88543 0.93808 1.57381
C: -0.67886 -0.21434 2.30648
C: -1.40993 -1.38804 2.01468
C: -1.91135 -1.40320 0.75941
H: -2.60215 -0.44144 -0.99076
H: -1.54965 1.90966 -0.04706
H: -0.37664 2.04559 1.54860
H: -0.08247 -0.39196 3.22459
H: -1.19829 -2.32838 2.65400
H: -2.57862 -2.24262 0.43364
C: 0.64409 0.38579 -2.33139
C: 1.14629 1.45193 -1.78412
C: 2.16509 1.27258 -0.77533
C: 2.40754 0.01161 -0.16052
C: 1.64780 -0.98189 -0.60161
C: 0.66971 -0.74786 -1.64712
H: -0.21999 0.52902 -3.04879
H: 0.62213 2.57998 -1.96865
H: 2.88138 2.01625 -0.46988
H: 3.28826 -0.13868 0.58939
H: 1.60305 -1.73193 0.11261
H: 0.13923 -1.73275 -1.67875

## Properties
* 2S+1: 1
* frontier orbital gap: 9.584 eV
* SMILES: c1ccccc1.c1ccccc1

***

Going by the energies, run w is most stable and the next is 0.313 eV up.

***

Run w
ORCA calculation (the ωB97M-V functional and the def2-TZVPD basis) on a 2-piece molecular cluster, O2 overall.

Geometry (Å):
O: -0.70995 0.04459 0.54861
O: 0.70995 -0.04459 -0.54861

## Properties
* 2S+1: 1
* frontier orbital gap: 7.409 eV

***

Run x
ORCA calculation (the ωB97M-V functional and the def2-TZVPD basis) on a 2-piece molecular cluster, O2 overall.

Geometry (Å):
O: 0.00000 0.00000 1.00758
O: 0.00000 0.00000 -1.00758

## Properties
* 2S+1: 1
* frontier orbital gap: 7.213 eV

***

Going by the energies, run w is most stable and the next is 1.882 eV up.

***

Run w
ORCA calculation (the ωB97M-V functional and the def2-TZVPD basis) on one molecule with the formula O2.

Geometry (Å):
O: 0.24356 0.53689 -0.06156
O: -0.24356 -0.53689 0.06156

## Properties
* 2S+1: 1
* frontier orbital gap: 7.882 eV
* SMILES: O=O

***

Run x
ORCA calculation (the ωB97M-V functional and the def2-TZVPD basis) on a 2-piece molecular cluster, O2 overall.

Geometry (Å):
O: 0.00000 0.00000 0.89226
O: 0.00000 0.00000 -0.89226

## Properties
* 2S+1: 1
* frontier orbital gap: 7.420 eV

***

Going by the energies, run w is most stable and the next is 4.984 eV up.